(1)
ORCA calculation (wB97M-V/def2-TZVPD) on a molecular structure, C19H19ClN4O4 in a non-equilibrium geometry.

XYZ file:
```
47
C19H19ClN4O4 | the Open Molecules 2025 dataset | wB97M-V/def2-TZVPD
C -8.14 -3.30 0.18
H -7.62 -3.83 -0.77
H -9.12 -3.24 0.02
H -7.79 -3.81 0.99
O -7.83 -2.10 -0.07
N -6.54 -1.85 0.18
C -6.17 -0.68 0.29
C -4.69 -0.23 0.05
C -4.28 1.09 0.11
C -2.84 1.32 0.25
C -1.95 0.56 0.22
N -0.67 0.73 -0.02
C 0.49 -0.41 0.48
H 0.06 -0.91 1.26
H 1.13 0.37 1.08
C 1.23 -0.87 -0.42
N 1.87 0.07 -1.30
C 3.10 0.54 -1.35
O 3.60 1.73 -2.03
C 4.10 -0.33 -0.74
C 4.88 0.03 0.11
C 5.78 -0.74 0.85
C 6.08 -1.97 0.19
C 5.23 -2.42 -0.76
C 4.32 -1.46 -1.67
H 3.79 -1.91 -2.28
H 5.46 -3.63 -1.39
H 6.89 -2.58 0.49
Cl 6.80 -0.37 2.14
H 4.84 0.97 0.71
C 0.82 1.22 -1.92
H 0.14 0.52 -2.67
H 1.34 1.95 -2.40
C -0.06 1.58 -0.76
H -0.89 2.20 -1.19
H 0.60 2.59 -0.08
H 0.69 -1.47 -1.34
H 2.11 -1.42 0.13
C -2.38 -0.93 0.25
C -3.81 -1.14 0.32
H -3.95 -2.37 0.39
H -1.79 -1.71 0.46
N -2.65 2.69 0.56
O -3.41 3.45 0.24
O -1.62 3.03 1.05
H -4.78 1.82 0.22
H -6.69 0.18 0.13
```

Summary:
strongest force on any atom: 18.71 eV Å⁻¹
molecular weight: 402.8 g/mol
ΔE to the lowest compared entry with this formula, charge and spin: 25.6004 eV
orbital gap: 8.1690 eV
multiplicity: 1

What are the Löwdin partial charges on each atom? They are as follows, in elementary charge units: atom 1 (C): -0.1877, atom 2 (H): 0.1412, atom 3 (H): 0.0580, atom 4 (H): 0.0621, atom 5 (O): -0.1268, atom 6 (N): 0.0590, atom 7 (C): -0.0448, atom 8 (C): -0.1892, atom 9 (C): 0.1512, atom 10 (C): -0.1350, atom 11 (C): -0.2304, atom 12 (N): -0.0177, atom 13 (C): -0.1074, atom 14 (H): 0.1075, atom 15 (H): 0.1906, atom 16 (C): -0.2646, atom 17 (N): 0.0049, atom 18 (C): -0.2855, atom 19 (O): -0.1196, atom 20 (C): -0.2781, atom 21 (C): -0.1269, atom 22 (C): -0.6564, atom 23 (C): -0.1733, atom 24 (C): -0.0380, atom 25 (C): 0.1431, atom 26 (H): -0.0037, atom 27 (H): 0.1820, atom 28 (H): 0.0810, atom 29 (Cl): 0.7453, atom 30 (H): 0.1561, atom 31 (C): 0.0148, atom 32 (H): 0.1776, atom 33 (H): 0.0593, atom 34 (C): -0.3177, atom 35 (H): 0.1410, atom 36 (H): 0.2150, atom 37 (H): 0.2047, atom 38 (H): 0.1946, atom 39 (C): 0.1163, atom 40 (C): -0.0708, atom 41 (H): 0.1805, atom 42 (H): 0.0468, atom 43 (N): -0.4237, atom 44 (O): 0.1626, atom 45 (O): 0.0917, atom 46 (H): 0.0141, atom 47 (H): 0.0965

---

(2)
ORCA calculation (wB97M-V/def2-TZVPD) on a molecular structure, C20H22BCl4GaGeO4.

XYZ file:
```
53
C20H22BCl4GaGeO4 | the Open Molecules 2025 dataset | wB97M-V/def2-TZVPD
Ga -0.65 0.61 -2.48
Cl -2.36 -4.45 -6.89
C -2.23 -2.90 -6.11
C -2.88 -1.80 -6.63
Cl -3.83 -1.94 -8.08
C -2.77 -0.55 -5.99
Cl -3.58 0.85 -6.63
C -2.02 -0.39 -4.83
O -1.85 0.71 -4.18
C -1.34 -1.55 -4.29
O -0.67 -1.33 -3.20
C -1.46 -2.77 -4.94
Cl -0.64 -4.14 -4.25
C 2.72 -0.05 5.22
C 2.65 -1.48 4.65
C 1.48 -2.23 5.30
C 3.95 -2.20 5.04
C 2.45 -1.41 3.14
C 3.41 -1.85 2.23
C 3.23 -1.76 0.85
C 2.06 -1.20 0.39
O 1.63 -0.99 -0.87
B 0.34 -0.38 -0.80
O 0.04 -0.26 0.59
C 1.09 -0.75 1.29
C 1.26 -0.84 2.65
H 2.84 -0.08 6.31
H 1.81 0.50 5.00
H 3.55 0.50 4.79
H 1.64 -2.31 6.38
H 1.39 -3.23 4.89
H 0.54 -1.71 5.13
H 4.02 -2.25 6.13
H 4.83 -1.68 4.66
H 3.96 -3.22 4.65
H 4.33 -2.30 2.59
H 3.98 -2.11 0.16
H 0.49 -0.47 3.31
C -2.00 5.27 -1.51
Ge -1.88 3.29 -1.29
C -3.68 2.68 -1.84
C -1.91 3.13 0.71
C -0.49 2.52 -2.30
H -2.81 5.69 -0.90
H -2.18 5.51 -2.56
H -1.06 5.75 -1.21
H -4.46 3.16 -1.24
H -3.78 1.59 -1.73
H -3.84 2.91 -2.89
H -2.57 3.89 1.13
H -0.91 3.26 1.13
H -2.27 2.14 1.00
H 0.44 2.62 -1.70
```

Summary:
strongest force on any atom: 0.56 eV Å⁻¹
molecular weight: 621.3 g/mol
total charge: -2
orbital gap: 3.8925 eV
multiplicity: 1

What are the Löwdin partial charges on each atom? They are as follows, in elementary charge units: atom 1 (Ga): 0.5602, atom 2 (Cl): 0.5725, atom 3 (C): -0.7344, atom 4 (C): -0.7308, atom 5 (Cl): 0.5763, atom 6 (C): -0.6179, atom 7 (Cl): 0.6292, atom 8 (C): -0.4020, atom 9 (O): -0.1099, atom 10 (C): -0.3930, atom 11 (O): -0.1421, atom 12 (C): -0.6182, atom 13 (Cl): 0.6247, atom 14 (C): -0.0544, atom 15 (C): -0.5662, atom 16 (C): -0.0586, atom 17 (C): -0.0841, atom 18 (C): -0.1923, atom 19 (C): -0.0527, atom 20 (C): 0.0094, atom 21 (C): -0.2292, atom 22 (O): 0.1233, atom 23 (B): -0.3521, atom 24 (O): 0.1172, atom 25 (C): -0.2132, atom 26 (C): 0.0511, atom 27 (H): 0.0765, atom 28 (H): 0.0783, atom 29 (H): 0.0876, atom 30 (H): 0.0758, atom 31 (H): 0.0887, atom 32 (H): 0.0734, atom 33 (H): 0.0764, atom 34 (H): 0.0794, atom 35 (H): 0.0831, atom 36 (H): 0.0865, atom 37 (H): 0.1120, atom 38 (H): 0.1204, atom 39 (C): -0.2706, atom 40 (Ge): 0.5984, atom 41 (C): -0.2488, atom 42 (C): -0.2526, atom 43 (C): -0.4241, atom 44 (H): -0.0137, atom 45 (H): -0.0063, atom 46 (H): -0.0095, atom 47 (H): -0.0043, atom 48 (H): 0.0015, atom 49 (H): 0.0085, atom 50 (H): -0.0141, atom 51 (H): -0.0048, atom 52 (H): -0.0039, atom 53 (H): -0.1065

---

(3)
ORCA calculation (wB97M-V/def2-TZVPD) on 2 unconnected molecules or ions with the total composition C5H10O in a non-equilibrium geometry.

XYZ file:
```
16
C5H10O | the Open Molecules 2025 dataset | wB97M-V/def2-TZVPD
C 0.27 -1.20 -1.47
C -0.09 -1.11 -0.03
C -1.18 0.19 1.20
O -0.79 0.15 2.36
C -0.48 0.91 0.19
C 0.85 1.55 0.46
H -0.60 -1.02 -2.11
H 0.66 -2.19 -1.71
H 1.04 -0.46 -1.70
H -0.80 -1.94 0.23
H 0.75 -1.26 0.66
H -2.11 -0.29 0.84
H -1.12 1.52 -0.49
H 1.48 0.86 1.01
H 0.79 2.48 1.06
H 1.31 1.82 -0.50
```

Summary:
strongest force on any atom: 1.92 eV Å⁻¹
molecular weight: 86.1 g/mol
ΔE to the lowest compared entry with this formula, charge and spin: 2.9872 eV
orbital gap: 9.6703 eV
multiplicity: 1

What are the Löwdin partial charges on each atom? They are as follows, in elementary charge units: atom 1 (C): -0.1480, atom 2 (C): -0.0954, atom 3 (C): -0.4704, atom 4 (O): -0.0082, atom 5 (C): -0.1414, atom 6 (C): -0.0839, atom 7 (H): 0.0780, atom 8 (H): 0.0750, atom 9 (H): 0.0670, atom 10 (H): 0.1116, atom 11 (H): 0.1022, atom 12 (H): 0.1254, atom 13 (H): 0.1407, atom 14 (H): 0.0791, atom 15 (H): 0.0928, atom 16 (H): 0.0755